A 3-piece molecular cluster, C38H60ClFN5O9P2S2 overall in a non-equilibrium geometry. Source: the OMol25 dataset; level of theory: ωB97M-V with the def2-TZVPD basis set.

```
118
Properties=species:S:1:pos:R:3:forces:R:3:lowdin_charge:R:1
C -3.716 1.623 -6.190 -0.303 0.127 -0.317 0.138
C -4.013 1.589 -5.031 0.560 0.853 0.483 -0.097
C -4.226 1.898 -3.606 -1.002 -0.915 -0.376 -0.171
N -3.193 1.312 -2.744 0.194 0.963 0.340 -0.077
C -3.509 1.418 -1.291 0.725 -0.947 0.272 -0.223
C -4.271 0.208 -0.728 -0.453 1.089 0.759 -0.210
C -3.991 0.041 0.789 -0.463 -0.553 0.051 -0.457
S -3.912 1.656 1.633 0.531 0.718 -0.222 0.922
C -3.023 1.294 3.156 -0.819 -0.724 0.385 -1.038
S -3.481 -0.032 3.971 0.229 -0.093 0.199 0.745
N -2.008 2.163 3.590 0.340 -0.131 -2.169 -0.051
C -0.684 1.555 3.612 0.579 -0.331 0.956 -0.245
C -0.367 0.303 3.102 -0.246 -0.088 -0.383 -0.049
C 0.939 -0.165 3.143 0.421 -0.071 0.003 -0.075
C 1.957 0.591 3.702 -0.045 0.383 0.085 -0.086
C 1.649 1.846 4.222 0.012 -0.327 -0.185 -0.063
C 0.344 2.302 4.183 -0.216 0.522 0.251 -0.023
C -1.952 3.378 2.788 0.164 0.658 -0.084 -0.307
C -2.780 4.435 3.115 -0.690 0.128 0.722 -0.032
C -2.797 5.637 2.415 0.268 0.086 -0.403 -0.062
C -1.924 5.806 1.353 0.207 -0.530 -0.102 -0.081
C -1.081 4.744 1.022 0.160 0.023 -0.475 -0.105
C -1.090 3.539 1.697 -0.152 -0.012 0.233 -0.042
C -1.900 1.714 -3.058 0.111 -0.077 -0.264 -0.337
N -1.457 3.008 -3.310 -0.749 -0.919 -0.462 -0.392
Cl -2.304 4.177 -2.388 0.022 0.112 -0.052 0.852
C -1.319 3.401 -4.746 0.274 1.723 0.352 -0.191
C -0.314 4.566 -4.838 0.886 -0.349 0.452 -0.262
N 0.909 4.160 -5.573 -0.454 0.215 0.371 0.003
N -0.998 0.769 -3.152 -0.046 -0.402 0.292 0.058
C 0.392 1.025 -3.455 0.593 0.473 -0.311 -0.141
C 1.263 1.450 -2.560 -0.422 0.091 0.443 0.112
C -1.389 -0.641 -2.924 0.755 -0.586 0.084 0.019
C -0.287 -1.534 -3.508 -0.339 -0.039 -0.703 -0.460
O -0.233 -1.767 -4.664 0.133 -0.028 -0.107 0.200
F 0.596 -2.053 -2.661 -0.259 0.235 0.339 0.134
H -3.560 1.788 -7.234 0.084 -0.377 0.050 0.054
H -4.407 2.966 -3.441 0.285 -0.031 -0.127 0.105
H -5.165 1.398 -3.339 0.157 0.087 0.289 0.140
H -4.010 2.365 -1.074 -0.028 -0.112 -0.153 0.093
H -2.549 1.476 -0.759 -0.083 0.082 -0.108 0.108
H -4.040 -0.724 -1.244 0.016 0.108 -0.007 0.115
H -5.346 0.411 -0.794 0.077 -0.234 -0.381 0.114
H -4.833 -0.500 1.222 0.300 -0.212 0.031 0.069
H -3.078 -0.536 0.951 -0.010 0.220 0.152 0.072
H -1.121 -0.327 2.645 0.012 0.055 0.101 0.075
H 1.193 -1.133 2.721 -0.253 0.020 0.039 0.097
H 2.982 0.238 3.737 -0.127 -0.100 -0.058 0.105
H 2.434 2.462 4.647 -0.131 -0.005 0.054 0.109
H 0.111 3.278 4.599 -0.010 -0.103 -0.054 0.128
H -3.455 4.339 3.963 0.134 -0.153 -0.058 0.128
H -3.473 6.437 2.696 0.028 -0.137 0.094 0.111
H -1.862 6.701 0.744 -0.184 0.099 0.272 0.105
H -0.405 4.849 0.177 -0.038 0.046 0.117 0.093
H -0.429 2.739 1.377 -0.025 0.048 0.144 0.118
H -2.296 3.785 -5.050 0.009 -0.470 -0.230 0.102
H -1.014 2.552 -5.356 -0.070 -0.035 0.151 0.122
H -0.001 4.843 -3.820 -0.496 0.017 0.024 0.093
H -0.756 5.467 -5.264 0.016 -0.254 -0.314 0.115
H 1.563 4.929 -5.447 0.113 -0.083 -0.368 0.074
H 1.314 3.407 -5.021 0.106 -0.038 -0.197 0.046
H 0.687 0.865 -4.489 -0.313 -0.079 0.037 0.138
H 2.280 1.710 -2.830 -0.025 -0.259 0.026 0.092
H 0.958 1.595 -1.526 0.151 0.060 -0.084 0.092
H -2.286 -0.898 -3.485 -0.059 0.238 0.152 0.147
H -1.514 -0.844 -1.858 -0.054 0.179 -0.061 0.140
O -3.035 -4.649 0.939 -1.941 -2.295 -0.340 -0.244
P -2.395 -5.624 1.864 5.268 3.169 2.196 0.544
O -2.416 -4.906 3.329 -0.642 -0.676 -0.574 -0.186
C -3.590 -4.260 3.817 -0.217 0.324 0.366 -0.287
C -4.421 -5.193 4.676 0.005 -0.170 -0.148 -0.071
O -0.817 -5.462 1.489 -0.370 -0.451 -0.044 -0.200
C -0.403 -4.879 0.260 0.159 0.236 -0.034 -0.285
C -0.019 -3.427 0.469 -0.043 0.162 0.106 -0.073
O -2.063 -7.124 2.416 -2.311 0.061 -1.747 -0.171
C -3.124 -8.054 2.687 -0.228 -0.504 0.314 -0.266
C -4.224 -8.022 1.648 0.027 0.269 -0.064 -0.086
H -4.190 -3.857 2.999 0.128 -0.023 -0.102 0.104
H -3.248 -3.416 4.419 0.092 -0.025 -0.053 0.107
H -4.884 -5.972 4.065 -0.034 0.015 0.018 0.062
H -5.220 -4.645 5.178 0.017 0.015 -0.013 0.081
H -3.802 -5.683 5.428 0.013 0.078 0.033 0.085
H -1.172 -4.981 -0.505 -0.092 0.065 0.081 0.103
H 0.468 -5.441 -0.083 -0.011 -0.065 0.108 0.121
H -0.839 -2.866 0.923 -0.106 -0.086 -0.069 0.068
H 0.247 -2.956 -0.479 0.060 -0.056 0.040 0.043
H 0.832 -3.353 1.147 0.039 -0.026 -0.055 0.076
H -3.519 -7.871 3.689 0.019 0.117 -0.022 0.107
H -2.669 -9.044 2.703 0.177 0.112 -0.013 0.122
H -4.755 -7.063 1.662 -0.018 -0.065 0.016 0.068
H -4.953 -8.810 1.837 0.008 0.004 0.014 0.086
H -3.812 -8.156 0.646 -0.007 -0.076 0.023 0.088
O 4.975 1.362 -0.698 1.524 2.174 1.455 -0.248
P 5.982 0.511 -0.004 -1.528 -6.068 -1.836 0.547
O 6.819 -0.226 -1.196 0.052 0.935 0.565 -0.186
C 7.292 0.505 -2.326 0.226 -0.011 -0.421 -0.283
C 8.717 0.983 -2.116 -0.039 0.091 0.184 -0.074
O 5.067 -0.730 0.525 0.347 0.449 0.274 -0.195
C 3.656 -0.599 0.635 -0.212 -0.128 -0.149 -0.297
C 2.977 -1.211 -0.571 -0.039 -0.049 -0.185 -0.079
O 7.049 0.170 1.184 -0.653 2.838 -0.130 -0.171
C 8.080 1.108 1.531 0.576 0.120 0.235 -0.266
C 7.602 2.544 1.543 -0.191 -0.032 -0.197 -0.086
H 6.637 1.347 -2.558 -0.112 -0.060 0.111 0.104
H 7.259 -0.180 -3.175 -0.065 -0.073 0.088 0.119
H 8.753 1.771 -1.360 0.017 0.019 -0.033 0.062
H 9.126 1.390 -3.041 -0.019 -0.010 -0.001 0.081
H 9.354 0.166 -1.778 -0.016 -0.037 -0.075 0.085
H 3.365 0.444 0.766 0.045 0.023 -0.077 0.099
H 3.352 -1.131 1.538 0.148 -0.051 0.019 0.104
H 3.352 -0.774 -1.498 -0.002 0.135 0.061 0.073
H 1.896 -1.060 -0.524 0.002 -0.041 0.047 0.052
H 3.178 -2.282 -0.624 -0.054 -0.008 0.060 0.086
H 8.930 0.979 0.856 -0.081 -0.022 -0.085 0.107
H 8.425 0.832 2.528 -0.124 -0.166 -0.034 0.123
H 7.322 2.877 0.536 0.050 0.017 0.044 0.068
H 8.385 3.207 1.908 0.007 -0.013 -0.006 0.087
H 6.722 2.651 2.181 0.058 0.006 0.054 0.086
```
Positions in Å, forces in eV/Å.

## Properties
net charge	+1
HOMO	-10.24	eV
lowest unoccupied orbital energy	-3.564	eV
gap between HOMO and LUMO	6.68	eV
spin multiplicity	1
calculated total energy	-4473.738890	hartree